Formula: C43H59Br2CsGeN3O7S2Si
Source: the Open Molecules 2025 dataset
Level of theory: ωB97M-V with the def2-TZVPD basis set

The geometry in XYZ format:
```
119
Properties=species:S:1:pos:R:3:forces:R:3:mulliken_spin:R:1
Cs 1.6988 -0.0552 0.1372 -0.5 -0.2 0.5 0.00
Br 0.7382 1.4349 -2.7203 0.0 0.0 -0.5 0.01
C 1.2482 -0.1258 -3.7623 0.2 0.1 -0.2 0.00
Br 0.0584 -1.6190 -3.5274 -0.1 0.0 0.2 0.00
H 2.2676 -0.4340 -3.5078 -0.2 0.2 0.1 0.00
H 1.1708 0.1726 -4.7994 0.1 0.0 0.0 0.00
C -4.3217 -0.4020 0.5854 -0.1 -0.5 0.3 0.00
C -3.3264 -0.5327 -0.5723 -0.5 0.7 0.1 0.00
C -2.6896 0.8247 -0.8508 0.1 0.0 -0.3 -0.02
C -4.0874 -0.9915 -1.8034 -0.3 -0.3 -0.2 0.00
O -2.2644 -1.3712 -0.2357 0.6 -0.8 0.2 0.00
Si -2.0348 -3.0115 -0.0740 0.7 0.0 -0.2 0.00
S -0.1051 -3.4783 0.4785 -0.5 0.3 -0.1 0.00
O -3.2428 -3.5330 0.9513 -0.4 -0.1 -0.5 0.00
C -3.2572 -3.8022 2.3240 0.5 -0.4 0.8 0.00
C -4.7013 -3.8565 2.7734 -0.7 0.2 -0.5 0.00
C -2.5535 -2.7042 3.1066 -0.1 0.1 0.0 0.00
C -2.6064 -5.1691 2.5826 -0.2 0.0 -0.1 0.00
O -2.5239 -3.6094 -1.5574 0.0 0.8 0.3 0.00
C -2.6717 -4.8638 -2.1434 -0.1 -0.6 0.0 0.00
C -2.5034 -4.6808 -3.6472 0.2 -0.2 0.0 0.00
C -4.0744 -5.4200 -1.8481 -0.1 0.4 0.3 0.00
C -1.5989 -5.8508 -1.6654 -0.4 -0.2 -0.3 0.00
H -5.0941 0.3246 0.3334 0.0 0.1 0.0 0.00
H -3.8222 -0.1016 1.5130 0.0 0.1 -0.2 0.00
H -4.8126 -1.3692 0.7766 0.2 0.2 -0.1 0.00
H -3.4238 1.5342 -1.2289 -0.2 0.1 0.1 0.00
H -1.9076 0.7159 -1.6116 -0.1 0.0 0.2 0.00
H -2.2521 1.2244 0.0588 0.1 0.1 0.1 0.02
H -4.8303 -0.2424 -2.0943 0.1 0.0 0.0 0.00
H -4.6197 -1.9275 -1.6139 0.1 0.0 0.0 0.00
H -3.4054 -1.1585 -2.6318 0.1 0.0 -0.1 0.00
H -5.2010 -2.8996 2.5693 0.1 -0.2 0.0 0.00
H -4.7748 -4.0424 3.8381 0.0 -0.1 0.3 0.00
H -5.2364 -4.6432 2.2279 0.0 0.1 0.1 0.00
H -3.0904 -1.7796 2.9044 0.1 0.2 0.1 0.00
H -1.5281 -2.5976 2.7770 0.3 0.0 -0.1 0.00
H -2.5682 -2.9107 4.1781 0.0 0.0 0.0 0.00
H -3.1675 -5.9127 2.0148 0.1 -0.1 -0.1 0.00
H -2.6417 -5.4702 3.6328 -0.1 0.2 0.1 0.00
H -1.5737 -5.1669 2.2502 0.2 0.1 -0.1 0.00
H -3.1539 -3.8839 -4.0040 -0.1 0.0 -0.1 0.00
H -2.7388 -5.6280 -4.1533 0.0 0.3 -0.1 0.00
H -1.4610 -4.4113 -3.8580 -0.2 0.0 -0.1 0.00
H -4.8754 -4.7770 -2.2405 0.3 -0.1 -0.2 0.00
H -4.2599 -5.4514 -0.7706 0.3 -0.1 0.0 0.00
H -4.1519 -6.4218 -2.2634 -0.2 -0.1 -0.1 0.00
H -0.6190 -5.4390 -1.8635 0.3 0.1 0.0 0.00
H -1.7062 -6.8102 -2.1985 0.0 0.2 0.1 0.00
H -1.6744 -6.0261 -0.5983 0.0 0.0 0.2 0.00
O 0.9079 2.3197 2.0593 -0.6 -0.5 -0.9 -0.01
N 2.1031 2.4065 2.5557 1.0 0.0 0.3 -0.01
C 2.2365 1.9083 3.8094 0.0 0.2 0.5 0.00
C 3.3436 2.1173 4.5896 -0.2 0.1 -0.4 0.01
C 4.3810 2.8570 4.0133 0.0 -0.3 0.0 0.00
C 4.3099 3.1815 2.6890 0.3 0.5 -0.5 0.00
C 3.1821 2.9395 1.8641 -0.1 0.0 0.2 -0.01
S 3.1313 3.3454 0.2071 -0.1 -0.2 0.4 0.06
H 1.3281 1.4261 4.1431 0.1 0.0 0.1 0.00
H 3.3871 1.7263 5.5942 -0.1 0.0 0.0 0.00
H 5.2471 3.1342 4.5924 0.2 0.0 0.0 0.00
H 5.1325 3.7039 2.2016 -0.2 -0.2 0.1 0.00
C 0.9334 5.1733 2.1604 -0.2 0.1 -0.2 -0.01
Ge 0.1256 4.1372 0.6261 0.5 0.1 0.7 0.53
C -1.7049 3.9205 1.3147 -0.2 -0.2 0.4 0.17
C -2.6611 4.8986 1.0342 0.0 -0.1 0.4 0.01
C -3.8750 4.9429 1.7119 0.0 -0.3 0.0 0.00
C -4.1625 3.9697 2.6605 0.1 -0.1 0.2 0.01
C -3.2180 2.9776 2.9498 -0.4 0.1 -0.4 -0.01
C -2.0041 2.9343 2.2708 -0.7 0.9 -0.1 0.04
C -0.0254 5.4499 -0.8435 0.4 0.2 0.1 0.19
C 0.7330 6.6005 -0.7422 -0.3 -0.3 -0.3 0.05
C 0.7401 7.5809 -1.7593 0.2 -0.1 0.4 -0.02
C 0.0137 7.3806 -2.8866 -0.4 0.0 -0.5 0.04
C -0.7351 6.1892 -3.0737 -0.2 -0.2 0.1 -0.01
C -1.4860 5.9617 -4.2589 0.0 -0.3 0.0 0.00
C -2.2064 4.8070 -4.4275 0.2 0.1 0.3 0.00
C -2.2603 3.8527 -3.3889 0.1 0.1 0.2 0.03
C -1.5604 4.0453 -2.2353 0.3 0.3 0.5 -0.06
C -0.7580 5.2029 -2.0392 -0.2 0.6 -0.5 -0.10
H 0.5414 6.1866 2.3074 -0.3 -0.2 -0.1 0.01
H 1.9976 5.2804 1.9891 0.3 0.0 0.0 0.00
H 0.7806 4.6016 3.0806 -0.1 0.1 -0.2 -0.01
H -2.4184 5.6839 0.3384 0.0 0.2 -0.3 0.00
H -4.5936 5.7262 1.4976 0.0 0.0 0.0 0.00
H -5.1193 3.9848 3.1848 0.2 0.0 -0.1 0.00
H -3.4679 2.2110 3.6741 0.1 0.0 0.1 0.00
H -1.2833 2.1842 2.5111 0.4 -0.4 0.1 -0.01
H 1.3474 6.7389 0.1304 0.1 0.1 0.2 0.01
H 1.3213 8.4880 -1.6299 0.0 0.0 0.0 0.00
H -0.0345 8.1436 -3.6547 0.1 0.0 -0.1 0.00
H -1.4645 6.7053 -5.0484 0.1 0.0 0.0 0.00
H -2.7295 4.5970 -5.3477 -0.1 0.1 -0.1 0.00
H -2.8709 2.9711 -3.4763 -0.1 -0.2 -0.2 0.00
H -1.5982 3.3383 -1.4091 -0.1 -0.1 -0.3 0.09
C 7.1244 -1.1870 1.5016 0.0 -0.5 -0.1 0.00
C 6.5569 -2.5700 1.1427 0.3 0.0 -0.3 0.00
C 5.7830 -2.5995 -0.1847 -0.1 0.3 0.4 0.00
C 5.0992 -3.9725 -0.4705 -0.6 0.2 -0.4 0.00
C 4.0544 -4.4154 0.5726 0.9 0.1 0.0 0.00
C 6.7109 -2.2748 -1.3328 -0.2 0.2 0.0 0.00
O 7.9023 -2.5176 -1.3291 0.3 -0.3 -0.2 0.00
N 6.0937 -1.6814 -2.3909 -0.2 -0.1 0.2 0.00
C 4.7568 -1.1812 -2.4031 0.5 -0.1 -0.4 0.00
O 4.3040 -0.8741 -3.5010 0.0 0.0 -0.1 0.00
N 4.1507 -1.0225 -1.2373 -0.4 0.0 -0.1 0.00
C 4.6749 -1.5445 -0.1254 -0.4 0.1 0.7 0.00
O 4.2166 -1.2454 0.9847 0.1 -0.2 0.0 0.00
H 7.6916 -1.2609 2.4301 0.1 0.0 0.1 0.00
H 6.3105 -0.4825 1.6546 0.1 0.1 -0.1 0.00
H 7.8104 -0.8537 0.7176 -0.1 0.1 0.1 0.00
H 5.8828 -2.8925 1.9225 -0.1 -0.1 0.2 0.00
H 7.3868 -3.2780 1.0752 -0.1 -0.1 0.0 0.00
H 5.8760 -4.7219 -0.5881 0.2 -0.2 0.1 0.00
H 4.5918 -3.9085 -1.4541 0.2 0.1 0.4 0.00
H 4.5349 -4.5886 1.5373 0.0 -0.2 0.0 0.00
H 3.5485 -5.3212 0.2557 0.0 -0.2 -0.1 0.00
H 3.3071 -3.6619 0.7426 -0.4 0.4 -0.1 0.00
H 6.6159 -1.5252 -3.2276 0.3 0.0 -0.3 0.00
```
Positions in Å, forces in eV/Å.

- total charge = -2
- 2S+1 = 2
- LUMO level (spin up / spin down) (eV) = 3.6 / 3.6
- energy above the lowest of the compared OMol25 structures with the same formula, charge and spin (kcal/mol) = 0.0



Formula: C43H60BN10Re
Source: the Open Molecules 2025 dataset
Level of theory: ωB97M-V with the def2-TZVPD basis set

The geometry in XYZ format:
```
115
Properties=species:S:1:pos:R:3:forces:R:3:mulliken_spin:R:1
Re -0.2525 -0.2942 -0.1592 1.5 -1.0 0.2 0.62
C -2.1435 -2.5642 -1.6899 -0.1 0.0 0.0 0.01
C -3.0411 -2.3586 -0.4973 0.0 0.1 -0.1 0.02
C -3.3955 -0.9093 -0.4345 0.1 0.1 0.2 -0.01
C -4.7250 -0.5356 -0.5507 0.0 0.0 0.0 0.00
C -5.0897 0.7954 -0.5234 -0.1 0.0 0.0 0.00
C -4.0873 1.7401 -0.3869 0.0 0.0 0.0 -0.01
C -2.7830 1.3193 -0.3003 0.0 -0.1 -0.1 0.01
N -2.4026 0.0106 -0.3127 -0.5 0.2 -0.4 -0.01
N -0.7216 -2.1793 -1.4162 -0.4 0.2 0.1 -0.02
C -0.1025 -2.0659 -2.7434 0.2 0.0 -0.1 0.02
C 1.2839 -1.5595 -2.6031 -0.1 -0.1 0.1 0.02
C 2.2512 -1.8973 -3.5260 0.0 0.1 0.0 0.00
C 3.4944 -1.2892 -3.4577 0.0 0.0 0.0 0.01
C 3.6843 -0.3401 -2.4708 0.0 0.0 0.0 0.00
C 2.6764 -0.0720 -1.5658 -0.1 0.1 -0.1 0.03
N 1.4806 -0.7003 -1.5763 -0.2 -0.2 -0.4 0.01
C -0.1048 -3.3328 -0.6928 -0.1 -0.1 0.0 0.02
C -0.2306 -3.1996 0.7872 0.0 0.1 -0.1 0.01
C -0.2769 -4.2968 1.6175 0.0 0.0 0.0 -0.01
C -0.1988 -4.1034 2.9918 0.0 0.0 0.0 0.01
C -0.0475 -2.8155 3.4680 0.1 0.0 0.0 0.00
C -0.0238 -1.7601 2.5760 0.1 0.0 0.0 0.03
N -0.1516 -1.9331 1.2524 0.0 -0.1 0.1 -0.01
H -2.5049 -1.9700 -2.5227 0.0 -0.1 0.0 0.00
H -2.1512 -3.6016 -2.0265 0.1 0.0 0.1 0.00
H -2.5688 -2.6944 0.4229 0.0 -0.1 -0.1 0.00
H -3.9462 -2.9519 -0.6117 0.0 0.0 -0.1 0.00
H -5.4724 -1.3103 -0.6548 0.0 0.0 0.0 0.00
H -6.1291 1.0864 -0.6059 0.0 0.0 0.0 0.00
H -4.3008 2.7995 -0.3587 0.0 0.0 0.0 0.00
H -1.9953 2.0498 -0.2424 0.0 0.0 0.0 0.03
H -0.6790 -1.3362 -3.3073 0.1 -0.1 0.0 -0.01
H -0.1478 -3.0171 -3.2798 0.0 0.0 0.0 0.00
H 2.0168 -2.6145 -4.3010 0.0 0.0 0.0 0.00
H 4.2747 -1.5313 -4.1670 0.0 0.0 0.0 0.00
H 4.6141 0.2040 -2.3788 0.0 0.0 0.0 0.00
H 2.8374 0.6962 -0.8400 0.0 0.0 0.1 0.00
H 0.9553 -3.3732 -0.9467 -0.1 0.0 0.0 0.00
H -0.5539 -4.2617 -1.0439 0.0 0.0 0.0 0.00
H -0.3538 -5.2893 1.1935 0.0 0.0 0.0 0.00
H -0.2352 -4.9463 3.6694 0.0 0.0 0.0 0.00
H 0.0538 -2.6149 4.5260 0.0 0.0 0.0 0.00
H 0.1000 -0.7422 2.9140 0.0 0.0 0.0 0.00
C -0.2221 4.5119 2.3264 0.0 0.0 0.0 0.00
C -0.6655 3.0984 2.1778 -0.1 0.0 0.0 0.03
C -1.6045 2.4219 2.9302 0.0 0.1 0.0 0.01
C -1.6811 1.1208 2.4642 0.1 -0.1 0.0 0.01
N -0.7504 0.9940 1.4428 -0.4 0.1 0.4 0.03
N -0.1843 2.2384 1.2781 0.1 0.1 -0.2 0.00
B 1.0937 2.4465 0.4636 0.0 0.0 0.0 0.00
N 0.8714 2.1786 -1.0449 -0.2 0.3 0.1 0.01
N -0.1505 1.3843 -1.5105 -0.2 0.3 -0.2 0.04
C -0.2971 1.7089 -2.8449 0.1 -0.2 0.1 0.02
C 0.6953 2.6160 -3.1809 0.1 0.0 0.0 0.01
C 1.4016 2.9068 -2.0300 -0.1 0.0 -0.1 0.03
C 2.5265 3.8637 -1.8516 0.0 0.0 0.0 0.00
C -1.3351 1.3512 -3.9124 0.0 0.0 0.0 0.00
C -1.8708 2.6950 -4.4634 0.0 0.0 0.0 0.00
C -0.6621 0.5956 -5.0808 -0.1 0.0 -0.1 0.00
C -2.5508 0.5776 -3.4312 0.0 0.0 0.0 0.01
N 2.1378 1.4971 1.0136 -0.2 -0.3 0.3 0.00
N 1.9224 0.1319 0.9954 0.0 0.3 -0.1 0.03
C 3.1325 -0.4141 1.3612 -0.1 -0.1 0.0 0.00
C 4.0253 0.6114 1.6557 -0.1 0.0 0.0 0.00
C 3.3673 1.8011 1.4434 0.1 0.0 -0.1 0.00
C 3.8758 3.1831 1.6739 0.0 0.0 0.0 0.00
C 3.5875 -1.8649 1.4993 0.1 0.0 -0.1 0.00
C 2.9614 -2.7594 0.4343 0.1 -0.1 0.1 0.01
C 5.1099 -1.9576 1.2931 0.0 0.0 0.0 0.00
C 3.3194 -2.3331 2.9379 0.1 0.0 0.0 0.00
C -2.7043 0.1930 3.1610 0.0 0.0 0.1 0.01
C -2.8977 -1.2439 2.6618 0.0 -0.1 0.0 0.01
C -4.0891 0.8753 3.0809 0.0 0.0 0.0 0.00
C -2.2975 0.1205 4.6502 0.0 0.0 0.0 0.00
H -0.9383 5.0461 2.9463 0.0 0.0 0.0 0.00
H -0.1408 5.0172 1.3666 0.0 0.0 0.0 0.00
H 0.7508 4.5607 2.8180 0.0 0.0 0.0 0.00
H -2.1721 2.8485 3.7368 0.0 0.0 0.0 0.00
H 1.4279 3.5773 0.5863 0.1 -0.1 0.0 0.00
H 0.8627 3.0603 -4.1465 0.0 0.0 0.0 0.00
H 2.8405 4.2403 -2.8222 0.0 0.0 0.0 0.00
H 3.3827 3.3868 -1.3721 0.0 0.0 0.0 0.00
H 2.2267 4.7141 -1.2377 0.0 0.0 0.0 0.00
H -1.1343 3.2122 -5.0753 0.0 0.0 0.0 0.00
H -2.1792 3.3639 -3.6582 0.0 0.0 0.0 0.00
H -2.7372 2.4960 -5.0953 0.0 0.0 0.0 0.00
H 0.3860 0.8657 -5.2019 0.0 0.0 0.0 0.00
H -1.1765 0.8432 -6.0098 0.0 0.0 0.0 0.00
H -0.7301 -0.4894 -4.9803 0.1 0.0 0.0 0.00
H -3.1775 1.1825 -2.7809 0.0 0.0 0.0 0.00
H -2.2704 -0.3255 -2.9011 0.0 0.1 0.0 0.00
H -3.1545 0.2906 -4.2932 0.0 0.0 0.0 0.00
H 5.0394 0.5061 1.9955 0.0 0.0 0.0 0.00
H 4.9632 3.1646 1.6949 0.0 0.0 0.0 0.00
H 3.5361 3.5546 2.6425 0.0 0.0 0.0 0.00
H 3.5531 3.8906 0.9141 0.0 0.0 0.0 0.00
H 3.4897 -2.6457 -0.5157 0.0 0.0 0.0 0.00
H 1.9335 -2.4914 0.2712 -0.1 0.1 0.1 -0.02
H 3.0213 -3.8116 0.7222 0.0 0.0 0.0 0.00
H 5.4137 -1.5400 0.3313 0.0 0.0 0.0 0.00
H 5.4002 -3.0092 1.3083 0.0 0.0 0.0 0.00
H 5.6703 -1.4609 2.0826 0.0 0.0 0.0 0.00
H 2.3129 -2.1199 3.2685 -0.2 0.0 0.0 0.00
H 3.9930 -1.8147 3.6208 0.0 0.0 0.0 0.00
H 3.5046 -3.4048 3.0357 0.0 0.0 0.0 0.00
H -2.5326 -1.3988 1.6585 0.0 0.1 0.2 0.00
H -3.9609 -1.4858 2.6689 0.0 0.0 0.0 0.00
H -2.4113 -1.9678 3.3102 0.0 0.0 0.0 0.00
H -4.5293 0.7559 2.0916 0.0 0.0 0.0 0.00
H -4.0670 1.9347 3.3183 0.0 0.0 0.0 0.00
H -4.7529 0.3891 3.7969 0.0 0.0 0.0 0.00
H -1.2799 -0.2564 4.7747 0.0 0.0 0.0 0.00
H -2.9768 -0.5574 5.1680 0.0 0.0 0.0 0.00
H -2.3573 1.0887 5.1433 0.0 0.0 0.0 0.00
```
Positions in Å, forces in eV/Å.

- total charge = +3
- 2S+1 = 2
- LUMO level (spin up / spin down) (eV) = -9.4 / -10.0
- energy above the lowest of the compared OMol25 structures with the same formula, charge and spin (kcal/mol) = 1.3